{
  "formula": "C13H39N13O26",
  "method": "wB97M-V/def2-TZVPD",
  "elements": ["O", "O", "O", "O", "O", "O", "O", "O", "O", "O", "O", "O", "O", "O", "O", "O", "O", "O", "O", "O", "O", "O", "O", "O", "O", "O", "N", "N", "N", "N", "N", "N", "N", "N", "N", "N", "N", "N", "N", "C", "C", "C", "C", "C", "C", "C", "C", "C", "C", "C", "C", "C", "H", "H", "H", "H", "H", "H", "H", "H", "H", "H", "H", "H", "H", "H", "H", "H", "H", "H", "H", "H", "H", "H", "H", "H", "H", "H", "H", "H", "H", "H", "H", "H", "H", "H", "H", "H", "H", "H", "H"],
  "coordinates": [[-6.813, 0.615, -2.021], [-8.242, 6.026, 0.765], [-5.248, 4.769, -6.813], [-6.751, -1.457, -2.367], [0.981, -5.597, -4.014], [1.658, 1.601, 0.308], [-4.092, 6.352, -7.797], [-0.229, -2.327, 7.767], [-0.096, 2.443, -0.499], [6.135, -0.323, -3.912], [1.264, -1.987, 6.209], [-4.121, -3.842, 2.796], [4.728, 6.204, 5.231], [-0.931, -4.746, -4.807], [9.610, 0.003, 3.367], [-6.175, 2.946, 6.242], [3.750, 7.330, 6.809], [-7.810, 6.076, -1.352], [-2.560, -5.353, 2.496], [4.999, -6.769, 1.586], [6.649, -1.835, -5.332], [0.818, 1.192, -7.988], [5.657, -4.860, 2.377], [9.716, 1.323, 1.649], [-4.550, 4.314, 5.950], [0.938, 2.377, -9.827], [-5.141, 3.258, 5.710], [-0.240, -5.647, -4.269], [1.151, 1.429, -9.137], [-3.778, -5.014, 2.602], [0.776, -2.611, 7.138], [5.769, -6.084, 2.238], [-4.303, 5.562, -6.859], [0.631, 1.504, -0.263], [-7.307, -0.397, -2.366], [6.687, -1.355, -4.257], [-7.558, 6.278, -0.197], [3.791, 6.351, 6.019], [9.126, 0.892, 2.657], [-3.292, 5.638, -5.766], [0.107, 0.110, -0.440], [2.752, 5.335, 6.149], [-4.831, -6.003, 2.386], [-0.896, -6.871, -3.810], [-6.224, 6.893, 0.101], [-8.676, -0.284, -3.056], [2.107, 0.462, -9.712], [1.361, -3.972, 7.519], [6.833, -6.851, 2.936], [-4.588, 2.391, 4.661], [7.903, 1.594, 3.136], [7.654, -1.923, -3.318], [3.098, 4.382, 5.749], [7.428, -1.669, -2.282], [8.578, -1.430, -3.618], [7.350, -6.120, 3.557], [1.949, 0.369, -10.787], [2.515, 5.209, 7.205], [2.105, -0.457, -9.125], [6.358, -7.636, 3.525], [1.853, 5.727, 5.672], [7.520, -7.315, 2.228], [-0.983, 0.120, -0.433], [-3.215, 4.654, -5.303], [-9.295, 0.456, -2.549], [-3.711, 6.430, -5.146], [-4.778, -6.671, 3.245], [-5.896, 7.461, -0.770], [-5.835, -5.619, 2.202], [1.420, -4.615, 6.641], [-9.196, -1.236, -3.157], [-5.136, 1.470, 4.862], [-0.670, -7.589, -4.598], [-2.389, 5.951, -6.289], [-0.629, -7.299, -2.844], [-8.525, 0.198, -4.022], [0.535, -0.479, 0.371], [3.014, 1.034, -9.518], [-1.947, -6.606, -3.925], [8.013, 1.688, 4.217], [-6.339, 7.518, 0.986], [7.028, 0.980, 2.920], [7.600, -3.007, -3.418], [-4.748, 2.795, 3.661], [-5.526, 6.099, 0.363], [2.348, -3.783, 7.941], [7.929, 2.574, 2.659], [-4.549, -6.465, 1.440], [0.680, -4.344, 8.285], [-3.546, 2.154, 4.871], [0.490, -0.086, -1.441]],
  "forces_ev_per_a": [[0.7, 2.5, 1.1], [-0.6, -0.3, 0.1], [1.5, 1.2, 0.3], [0.1, -1.6, 0.2], [-2.2, 0.4, -1.0], [2.9, 0.1, 0.7], [-0.6, -1.2, 1.4], [0.5, 0.6, -0.4], [-0.5, 0.3, -1.0], [-0.4, -0.2, 0.0], [-0.2, -0.3, 0.9], [0.3, -1.8, 0.0], [-1.6, -0.3, 0.6], [1.8, -2.3, 1.1], [-1.2, 0.9, -0.8], [-0.4, -0.6, 0.1], [-0.5, -2.0, -1.6], [-0.6, -0.3, -0.7], [-3.4, 0.2, 0.4], [0.3, 0.4, 0.1], [-0.5, -1.2, -2.4], [-0.6, 0.9, -0.4], [0.7, -1.7, 0.0], [-1.6, -0.6, 1.4], [-0.2, -1.0, -0.3], [-1.1, 1.4, -0.1], [0.7, 2.5, 0.1], [1.7, 2.2, 0.8], [0.8, -2.0, 0.7], [2.6, 2.7, -0.4], [-0.4, -1.1, -0.4], [-1.2, 0.6, -0.4], [-0.7, 0.0, -2.1], [-2.7, -0.1, 1.4], [-1.8, -0.8, -2.0], [0.2, 2.0, 1.9], [1.3, 0.5, 0.7], [2.6, 2.5, 1.3], [2.8, -0.2, -0.3], [-0.5, -0.1, -0.6], [0.1, 0.6, -0.7], [-0.7, -0.5, 0.3], [0.1, -1.0, -0.6], [-1.6, -0.4, -1.4], [0.1, 0.3, 0.3], [-0.2, 0.5, 0.1], [0.6, 0.1, 0.1], [0.0, 0.7, 0.2], [0.5, 0.7, 0.6], [-0.1, -1.6, 0.5], [0.3, 0.1, 0.1], [0.1, -0.5, 0.9], [-0.1, 0.4, -0.3], [-0.2, 0.3, -0.3], [0.2, -0.6, 0.1], [0.1, -0.3, 0.0], [-0.1, -0.1, 0.3], [0.2, 0.2, -0.1], [-0.1, 0.2, -0.3], [-0.1, 0.2, -0.1], [0.1, -0.2, -0.2], [-0.3, 0.2, -0.2], [0.2, 0.1, 0.0], [-0.1, 0.3, 0.2], [0.2, -0.3, 0.5], [0.4, -0.2, 0.4], [-0.1, -0.2, -0.3], [-0.1, -0.2, 0.2], [0.4, 0.6, 0.6], [0.0, 0.3, 0.0], [0.5, 0.0, 0.2], [0.0, -0.1, -0.8], [0.0, -0.2, 0.1], [0.0, 0.0, 0.5], [0.4, 0.8, -0.1], [0.5, -0.4, -0.1], [0.0, 0.0, -0.5], [0.4, -0.5, -0.3], [-0.1, -0.5, 0.5], [0.0, -0.1, -0.1], [-0.1, 0.0, -0.2], [0.1, 0.2, -0.2], [0.5, 0.2, -0.3], [0.0, 0.1, 0.3], [-0.1, -0.1, -0.3], [0.0, -0.1, -0.2], [-0.4, -0.3, 0.0], [0.1, -0.6, 0.4], [0.2, -0.1, -0.2], [0.0, 0.6, -0.1], [-0.1, -0.9, 0.2]],
  "e_lumo_ev": -0.4,
  "e_homo_ev": -10.9,
  "total_charge": 0,
  "e_tot_ha": -3185.435279,
  "de_lowest_kj_mol": 368.9,
  "largest_force_ev_per_a": 3.81,
  "gap_ev": 10.5
}